w.
The following is a quantum chemistry calculation of the molecule C3H8N2S2, from the Open Molecules 2025 dataset.

Values from the calculation:
LUMO   0.439 eV
Frontier orbital gap   8.64 eV
Net charge   0
E_HOMO   -8.198 eV

The geometry in XYZ format:
```
15
C3H8N2S2 (ωB97M-V with the def2-TZVPD basis set)
C 2.100 -1.449 -0.155
C 0.353 0.267 -0.089
C -1.545 1.832 -0.097
H 2.616 -1.391 0.798
H 2.155 -2.494 -0.524
H 2.585 -0.785 -0.858
H -0.044 -1.707 0.113
H -2.521 1.855 -0.608
H -0.840 2.508 -0.606
H -1.713 2.108 0.926
H -2.177 -0.942 1.324
N 0.722 -1.014 0.048
N -1.017 0.502 -0.243
S 1.464 1.490 0.040
S -2.138 -0.780 -0.069
```

---

x.
The following is a quantum chemistry calculation of the molecule C3H8N2S2, from the Open Molecules 2025 dataset.

Values from the calculation:
LUMO   0.392 eV
Frontier orbital gap   8.84 eV
Net charge   0
E_HOMO   -8.448 eV

The geometry in XYZ format:
```
15
C3H8N2S2 (ωB97M-V with the def2-TZVPD basis set)
C -1.646 -0.945 -1.066
C -0.111 0.459 0.231
C 1.333 0.659 0.773
H -1.573 -1.934 -1.467
H -2.346 -0.950 -0.271
H -2.049 -0.179 -1.764
H 0.948 -1.017 -2.465
H 1.765 1.608 0.380
H 1.992 -0.154 0.393
H 0.946 -0.143 2.569
H 0.994 1.419 2.615
N -0.304 -0.556 -0.625
N 1.473 0.622 2.215
S 0.833 -1.661 -1.293
S -1.228 1.652 0.622
```

---

y.
The following is a quantum chemistry calculation of the molecule C3H8N2S2, from the Open Molecules 2025 dataset.

Values from the calculation:
LUMO   0.634 eV
Frontier orbital gap   9.15 eV
Net charge   0
E_HOMO   -8.513 eV

The geometry in XYZ format:
```
15
C3H8N2S2 (ωB97M-V with the def2-TZVPD basis set)
C 2.052 0.787 -0.174
C 1.242 0.170 0.964
C -1.338 -0.233 -0.085
H 2.357 -0.857 -1.292
H 3.558 0.253 -1.409
H 2.670 1.590 0.267
H 1.379 1.301 -0.878
H 0.646 0.937 1.502
H 1.930 -0.299 1.686
H -3.151 -0.683 -0.873
H -2.177 -2.058 -0.570
N 2.932 -0.220 -0.761
N -2.274 -1.071 -0.565
S 0.094 -1.125 0.437
S -1.566 1.407 -0.023
```

---

z.
The following is a quantum chemistry calculation of C3H8N2S2 as an isolated structure, from the Open Molecules 2025 dataset.

Values from the calculation:
LUMO   0.710 eV
Frontier orbital gap   8.56 eV
Net charge   0
E_HOMO   -7.853 eV

The geometry in XYZ format:
```
15
C3H8N2S2 (ωB97M-V with the def2-TZVPD basis set)
C 2.037 -0.436 -0.180
C -0.369 -0.230 -0.069
C -1.414 1.463 -0.562
N 1.551 -0.653 1.099
N 0.373 0.034 1.104
S 0.575 -0.871 -1.352
S -1.927 -1.247 0.351
H 2.113 0.660 -0.275
H 2.852 -1.098 -0.449
H -0.643 2.001 -1.218
H -1.459 1.825 0.403
H -2.320 1.010 -1.185
H 1.301 -1.722 1.200
H -0.153 0.080 1.941
H -2.518 -0.816 -0.809
```

---

Best to worst by energy: y, w, x, z.

---

w.
The following is a quantum chemistry calculation of the molecule C21H26N2O4S, from the Open Molecules 2025 dataset.

Values from the calculation:
LUMO   0.567 eV
Frontier orbital gap   9.32 eV
Net charge   0
E_HOMO   -8.751 eV

The geometry in XYZ format:
```
54
C21H26N2O4S (ωB97M-V with the def2-TZVPD basis set)
C 0.288 -4.684 -0.660
C 1.181 -3.575 -0.194
C 1.677 -2.632 -1.086
C 2.481 -1.596 -0.650
C 2.801 -1.473 0.696
C 2.313 -2.414 1.591
C 1.517 -3.455 1.149
H 1.145 -4.182 1.858
H 2.560 -2.337 2.641
C 3.645 -0.314 1.161
N 3.257 0.923 0.507
C 1.921 1.313 0.522
C 1.076 0.901 1.558
C -0.255 1.261 1.575
C -0.789 2.056 0.565
C 0.061 2.502 -0.442
C 1.391 2.137 -0.473
H 2.006 2.446 -1.301
H -0.349 3.129 -1.219
C -2.230 2.423 0.479
O -2.618 3.435 -0.077
N -3.073 1.532 1.058
H -2.718 0.633 1.345
C -4.496 1.559 0.837
H -5.010 1.375 1.785
C -4.897 0.472 -0.175
H -5.993 0.448 -0.248
C -4.250 0.674 -1.560
H -4.988 0.512 -2.345
H -3.845 1.677 -1.665
C -3.167 -0.404 -1.615
H -2.229 -0.034 -1.199
C -3.765 -1.479 -0.709
H -4.479 -2.100 -1.268
O -4.436 -0.784 0.322
H -3.020 -2.127 -0.242
H -2.984 -0.769 -2.622
H -4.762 2.547 0.458
H -0.869 0.935 2.401
H 1.457 0.287 2.357
S 4.359 1.599 -0.570
O 5.622 0.978 -0.311
O 3.879 1.571 -1.919
C 4.443 3.309 0.010
H 3.441 3.703 0.115
H 4.960 3.292 0.960
H 5.004 3.876 -0.721
H 3.595 -0.200 2.250
H 4.691 -0.472 0.888
H 2.861 -0.870 -1.355
H 1.433 -2.711 -2.135
H 0.501 -5.605 -0.121
H 0.412 -4.861 -1.725
H -0.756 -4.425 -0.479
```

---

x.
The following is a quantum chemistry calculation of the molecule C21H26N2O4S, from the Open Molecules 2025 dataset.

Values from the calculation:
LUMO   0.569 eV
Frontier orbital gap   9.56 eV
Net charge   0
E_HOMO   -8.989 eV

The geometry in XYZ format:
```
54
C21H26N2O4S (ωB97M-V with the def2-TZVPD basis set)
C -3.059 -4.007 0.689
C -3.252 -2.528 0.548
C -3.398 -1.964 -0.717
C -3.569 -0.600 -0.863
C -3.591 0.202 0.260
C -3.471 -0.336 1.524
C -3.304 -1.703 1.665
H -3.207 -2.133 2.652
H -3.516 0.322 2.378
S -3.687 1.980 0.072
O -4.166 2.271 -1.249
O -4.363 2.534 1.206
N -2.126 2.520 0.137
H -1.690 2.581 1.045
C -1.243 2.183 -0.949
C -0.751 0.749 -0.932
C -0.529 0.070 0.259
C -0.090 -1.242 0.247
C 0.152 -1.887 -0.954
C -0.047 -1.211 -2.145
C -0.500 0.096 -2.132
H -0.669 0.616 -3.064
H 0.145 -1.705 -3.086
H 0.497 -2.910 -0.961
H 0.062 -1.763 1.181
H -0.696 0.565 1.203
H -1.836 2.347 -1.856
C -0.041 3.152 -0.946
C 0.865 2.809 0.224
O 0.503 2.905 1.382
N 2.103 2.404 -0.126
H 2.299 2.166 -1.087
C 3.040 1.857 0.825
H 4.022 2.310 0.659
H 2.679 2.105 1.825
C 3.138 0.334 0.652
C 4.242 -0.300 1.517
H 3.880 -1.220 1.975
C 5.346 -0.607 0.505
H 5.988 0.262 0.362
C 4.527 -0.864 -0.758
H 4.130 -1.890 -0.758
O 3.462 0.063 -0.710
H 5.076 -0.694 -1.685
H 5.958 -1.460 0.786
H 4.570 0.376 2.304
H 2.154 -0.103 0.868
H -0.423 4.165 -0.816
H 0.495 3.080 -1.892
H -3.688 -0.142 -1.832
H -3.371 -2.600 -1.589
H -2.755 -4.267 1.699
H -3.989 -4.528 0.465
H -2.303 -4.359 -0.011
```

---

Best to worst by energy: x, w.